# 1
84
Properties=species:S:1:pos:R:3:forces:R:3 method="wB97M-V/def2-TZVPD" multiplicity=3 orbital_gap_ev="7.6488 / 6.6764" relative_energy_kcal_mol=0.0 total_charge=+1 s2=2.1526 e_lumo_ev="-2.14 / -2.24"
C 4.4712 -0.2192 2.3758 0.64 1.10 0.24
H -3.0719 -3.1711 -1.3725 -0.43 -0.13 -0.51
N 0.7751 -0.9556 -1.8497 -0.52 -0.45 -1.08
H 1.9669 2.0679 4.7181 0.22 -0.40 -0.21
H 2.1942 1.7101 -3.5877 0.23 -0.27 0.22
H 2.0006 0.0172 4.4972 -0.31 0.53 0.53
H 3.1218 -2.9549 1.5812 -0.67 0.26 -0.11
C -1.1402 -0.6596 -3.4207 -0.14 -1.53 -1.21
H -0.5178 -2.4854 -2.5048 -0.85 -0.81 0.68
C -1.3784 -5.1971 0.7554 -0.24 -0.14 0.88
N -1.9391 2.3152 -0.9330 1.36 -0.13 -2.08
H 4.3296 2.9278 3.3754 0.04 -0.13 -0.28
C 2.5388 -2.1258 1.1286 -0.43 0.00 -0.16
O -3.5219 -0.8387 -1.0471 -0.07 -0.13 -0.16
H 4.9033 -0.0276 1.3815 0.02 -0.14 0.30
H 5.0191 -1.0195 2.8743 -0.08 -0.28 -0.20
H 1.5639 3.7329 4.8342 -0.09 0.01 -0.44
H 1.2805 4.9088 0.7118 0.12 0.11 -0.32
C -0.8930 -4.2057 1.6052 0.42 -0.03 0.01
H 2.6723 -0.0964 -1.6420 -0.35 0.44 -0.71
C 1.9311 -0.1934 -2.4635 -1.25 0.33 1.00
H 2.9213 -2.0332 0.1035 0.24 0.37 0.24
H 0.6611 0.9874 -3.8583 0.11 -0.45 0.08
C -0.1118 3.0042 -2.5283 -0.28 0.03 -0.09
F -1.1224 2.4635 1.7871 0.52 -0.89 -0.26
C 3.9748 3.2776 2.3984 -0.07 0.28 -0.13
C -3.4655 -0.3612 1.5224 0.73 -1.08 -0.30
H 1.1143 -1.7046 -1.2404 0.17 0.33 -0.30
C -2.1417 -4.8693 -0.3610 0.55 1.09 0.59
H 4.4159 4.2671 2.2571 -0.31 0.19 0.08
As 1.6343 1.2606 0.9660 -0.05 -0.16 0.94
H -4.3672 -1.0117 1.4999 0.59 0.66 0.00
H 1.5210 2.3084 -1.4052 -1.27 -0.47 -0.89
C -1.1625 -6.6219 1.1600 -1.12 0.31 -1.59
H -1.3658 -1.5829 -5.3655 0.42 -0.60 -0.17
B -0.5623 1.1771 1.4977 -0.76 -0.12 0.50
C 1.4982 2.8639 4.1595 -1.24 0.40 -0.06
H 2.3157 -0.8029 -3.2422 0.75 -0.45 -0.80
V -0.4911 0.5766 -0.6651 -0.05 0.78 -0.79
H -2.4010 -5.6421 -1.0472 -0.47 -0.34 -0.41
H -0.5960 -7.0883 0.3651 0.03 -0.70 0.05
H -0.6780 -6.6738 2.0755 1.30 -0.14 1.55
C -3.3559 0.7523 -4.0997 -0.32 1.53 0.75
C -2.0351 -2.5559 0.3352 0.02 0.53 -0.02
H -4.2742 1.3139 -4.3109 0.43 -0.25 0.06
C 1.1629 4.7391 1.7715 -0.46 -0.78 0.84
S -2.4928 -0.8123 0.0218 -0.40 -0.74 0.71
Si 2.0757 3.2072 2.4172 0.59 -0.33 -0.27
H -3.3411 -0.3748 -5.9009 -0.58 -0.05 -0.93
C -1.0860 3.4516 -1.4371 0.56 -1.17 0.21
C -3.0398 2.0007 -1.8719 -0.35 2.12 0.19
H 0.4721 -2.0261 -3.8042 0.28 0.45 0.32
C -2.8542 -0.1664 -4.9899 -0.05 0.08 0.68
C -0.0849 -1.6249 -2.9409 1.29 1.80 0.67
C 1.4052 1.1461 -3.0722 0.60 -0.45 -0.26
H 0.0934 4.5092 1.9882 0.62 0.43 -0.20
H -2.8324 -0.4828 2.4102 -0.46 -0.15 -0.31
F -0.9582 0.2866 2.5265 0.92 0.72 -0.57
H -0.5009 3.7667 -0.5572 -0.44 0.49 -0.37
H 0.4045 3.9293 -2.9085 -0.34 -1.00 0.01
H -0.7290 -2.1557 2.0784 -0.54 0.06 -0.52
H 1.4746 5.6317 2.3365 -0.13 -0.28 -0.21
H -3.6371 0.6986 1.3841 -0.41 0.16 0.00
C -2.4795 -3.5329 -0.5599 0.28 0.39 0.43
H 4.3987 2.6815 1.5870 -0.04 -0.19 0.23
C -2.6329 1.0321 -2.9327 -0.42 -1.06 -0.54
C -1.7387 -0.8830 -4.6554 0.32 0.20 0.26
H -0.7111 2.4882 -3.2902 0.22 0.80 -0.38
H 2.7068 -1.5909 4.4081 -0.26 0.09 0.02
H 0.4170 2.6176 4.0156 0.63 0.11 0.48
H -0.2199 -4.4681 2.4377 -0.52 0.04 -0.43
C 1.9829 -0.8982 3.9518 0.62 -0.91 -1.18
C -1.1883 -2.8749 1.3842 0.39 0.20 0.63
N -1.5719 0.2828 -2.6257 0.44 0.61 1.45
H -2.1291 -7.1034 1.3399 0.13 -0.14 -0.47
H -1.6816 4.2067 -1.9499 -0.24 0.44 0.72
H 4.6857 0.6761 2.9969 -0.23 -0.39 -0.41
Si 2.6633 -0.5762 2.2210 -0.31 0.14 -0.41
H -3.3943 2.9835 -2.3056 0.28 -1.00 0.05
H -3.8978 1.6392 -1.3196 -0.08 -0.45 0.09
H 1.0058 -1.3721 3.9078 -0.15 0.20 0.27
H -2.2071 2.5451 -0.0143 -0.88 0.34 1.15
H 1.4638 -2.3551 0.9874 0.48 -0.41 0.37
N 0.7643 1.9436 -2.0568 1.12 0.56 2.24


# 2
80
Properties=species:S:1:pos:R:3:forces:R:3 method="wB97M-V/def2-TZVPD" multiplicity=3 orbital_gap_ev="6.7686 / 6.1901" relative_energy_kcal_mol=40.2 total_charge=-1 s2=2.0091 e_lumo_ev="2.29 / 1.71"
H -4.7220 0.6325 -0.5119 -0.96 -1.41 1.39
H 2.1685 7.9663 -3.2157 -0.10 -0.12 -0.02
C -5.2649 -0.1666 0.1415 0.88 -0.27 -1.64
C 2.7207 7.0272 -3.1680 -0.32 0.20 -0.15
H -1.9047 -6.7111 1.9742 0.21 0.20 -0.09
C 0.2577 0.6263 0.2101 -4.06 -5.41 0.16
H -2.1577 -2.1613 -3.4109 0.83 -0.26 -0.70
H -1.3239 4.5387 -2.0738 0.12 0.07 0.18
H 3.2131 -5.6032 3.9087 -0.10 0.22 -0.22
C 2.6126 7.2859 -0.6579 -0.34 -0.07 0.17
H 3.4717 7.9537 -0.7903 0.02 -0.23 -0.20
H -2.1406 5.8509 -1.2228 0.30 0.20 -0.12
H 1.2395 8.8105 -1.3653 0.02 -0.05 -0.01
H -1.3990 -7.9403 0.8389 0.39 0.13 0.05
H 2.0452 -7.4114 0.3998 -0.01 0.15 0.00
B -1.8897 -1.5064 -2.4600 -2.09 -1.75 1.19
C 1.8596 -4.8567 2.3662 1.93 0.93 -0.22
H 2.4250 6.4014 -4.0166 -0.05 0.06 0.17
C -1.4501 -1.7431 -0.0723 0.32 1.75 -2.28
H 1.6735 -2.6870 2.0628 -0.05 -0.14 0.11
H -1.1068 4.7560 -0.3277 0.17 0.02 -0.19
C 3.8044 5.3661 -1.7606 -0.47 -0.50 0.37
C -6.5481 -0.6456 -0.7188 -0.33 0.81 0.45
H 3.7647 7.3066 -3.3252 0.00 -0.16 0.20
H 0.2425 7.7118 -3.2226 0.10 -0.04 0.01
H 2.9305 -3.1360 3.2166 -0.02 -0.34 -0.18
O -3.2372 -1.3620 -1.8192 1.76 1.14 2.68
H 3.1491 -5.8817 0.8615 -0.11 -0.04 -0.01
H -1.3875 7.5304 -2.6579 0.09 -0.24 0.15
H 2.7828 6.7550 0.2869 -0.06 -0.13 -0.16
H -1.5552 -6.2689 0.2910 0.10 -0.02 0.17
H -7.4501 -0.9020 -0.0282 1.70 0.13 -1.18
C -2.8694 -1.0230 -0.4499 -1.86 0.02 1.50
N 0.5540 -5.1913 1.7163 -2.63 0.38 3.95
H 2.7995 -7.5695 2.4986 -0.04 0.03 -0.02
H -4.6783 -2.3400 0.0366 0.99 1.55 0.59
C -0.4354 -0.5037 0.2842 3.08 5.53 -0.81
H 2.2068 -7.8624 4.1206 0.00 0.02 -0.08
H 3.9045 4.8450 -0.8043 -0.26 -0.01 -0.17
C 2.0360 -7.2618 3.2204 0.00 -0.02 0.03
H 0.1778 6.6839 0.5482 0.03 -0.14 -0.19
C -4.1904 -1.3592 0.4183 -0.22 -0.25 0.02
H 3.9672 -4.6777 1.8046 -0.26 0.08 0.11
H -0.0837 -7.3962 3.4951 -0.02 0.15 -0.15
H -3.9555 -1.5112 1.5379 -0.41 0.54 -1.70
C 2.5409 6.2723 -1.8248 1.63 0.73 -1.13
H 1.4242 8.7553 0.3756 0.00 -0.03 -0.09
C -1.2344 -6.8968 1.1301 -0.14 0.66 0.41
H -0.6693 6.2717 -3.6649 0.10 0.01 0.16
N 1.2684 5.4812 -1.8375 0.45 -1.62 4.23
H 0.6632 1.6999 0.0371 -0.83 -2.66 0.51
Cl -5.7276 0.7452 1.7072 0.10 -0.71 -1.05
I -1.3687 0.5479 -3.0847 0.69 1.25 -0.60
H -1.4652 -2.5661 0.7334 0.22 1.23 -1.50
H 2.8521 -4.1778 0.5313 -0.11 -0.10 0.12
C 2.1908 -5.7844 3.5575 -0.33 -0.28 0.03
H 0.5452 -8.0531 -0.1776 -0.16 0.09 0.18
H -0.7751 7.8534 -0.3397 -0.03 -0.25 -0.21
C 0.1222 7.2274 -0.4035 0.41 -0.03 0.14
C 1.0047 -7.1431 0.2139 0.40 0.12 -0.06
H 3.7929 4.6175 -2.5611 -0.10 0.09 0.15
C 3.0081 -4.9115 1.3287 0.07 -0.24 -0.23
H -6.2454 -1.5232 -1.4043 -0.49 1.46 1.20
O 1.3798 4.5159 -0.8659 -0.21 1.57 -2.39
H -2.6638 0.0828 -0.1895 -0.40 -1.32 -1.16
O -1.0898 -2.1878 -1.4330 0.49 0.24 1.84
C 1.9231 -3.3872 2.8682 -0.78 -0.04 -0.04
H 0.9712 -6.3969 -0.5869 0.02 -0.03 0.18
C -1.2049 5.2847 -1.2792 0.60 -0.50 0.15
H -6.9062 0.2466 -1.3748 0.67 -1.59 1.07
C 0.6373 -7.5409 2.6809 0.14 0.28 0.25
O -0.4457 -4.7004 2.5357 2.03 -0.75 -2.24
H 0.5680 -8.5975 2.3978 -0.13 0.18 -0.22
H 4.7199 5.9566 -1.8789 -0.36 0.19 -0.07
C 1.3474 8.1259 -0.5177 0.00 0.00 0.03
H 1.2498 -3.1950 3.7077 -0.06 -0.13 -0.21
H 1.5355 -5.5515 4.4064 -0.08 0.10 -0.20
C -0.0025 6.2270 -1.5752 -1.94 0.68 -0.78
C 0.2605 -6.6416 1.4793 -0.32 -1.53 -1.45
C -0.4632 6.9743 -2.8510 0.20 0.21 -0.19


# 3
76
Properties=species:S:1:pos:R:3:forces:R:3 method="wB97M-V/def2-TZVPD" multiplicity=3 orbital_gap_ev="6.3136 / 5.7914" relative_energy_kcal_mol=102.8 total_charge=+1 s2=2.0334 e_lumo_ev="-3.17 / -3.26"
C -2.5053 -0.6354 -0.6636 0.16 1.66 -1.20
H 1.1165 -1.2321 0.8037 -0.04 -0.08 -0.22
C -0.3635 2.9490 0.4832 0.66 -0.90 0.58
H -0.6624 -1.1981 0.7171 0.20 -0.38 0.21
H -2.5141 2.3526 2.0063 0.19 -0.16 0.30
H -1.3600 -4.3744 -1.0011 -0.40 -0.43 0.61
H 2.7339 -3.4533 -0.8910 -0.12 0.10 -0.37
C 0.7839 -2.0321 -4.2054 -2.86 2.42 1.11
H 0.4809 0.0947 -6.8961 -0.10 0.10 0.08
H -2.0744 -2.6402 0.3444 -0.02 0.21 -0.28
C 0.9884 2.1820 -5.1919 0.19 -0.10 0.61
H 0.1970 -0.7507 2.1853 -0.16 0.16 0.07
H 1.5161 2.8971 -4.5748 0.29 0.30 -0.01
H 0.9461 2.5211 -6.2335 -0.16 0.08 0.31
C 0.8902 2.7849 -0.1899 0.11 -0.46 0.40
H -1.3480 3.8828 -5.8052 0.09 -0.29 0.54
C -0.4839 -4.1054 -1.5353 1.37 0.52 0.15
C -0.6171 -3.7782 -2.9815 0.40 0.36 -0.48
H -1.2357 -1.7011 -3.1732 0.34 0.06 -0.39
B -2.9229 -1.7680 0.3095 -0.40 -1.10 0.46
C -0.2559 -3.1754 -6.6138 -0.08 -0.01 -1.22
C -1.3035 4.0885 0.3749 -0.14 0.34 -0.11
N -2.2549 0.2374 -1.4191 0.48 -0.97 1.16
H 0.1610 -4.3257 -3.5416 -0.46 0.04 0.11
H -2.6604 0.7743 1.3165 0.08 -0.03 0.07
H 0.6904 -3.8160 0.1574 0.18 -0.24 -0.04
H 3.3180 1.1276 -0.6376 0.00 0.26 -0.15
H -2.4968 3.4955 -4.4671 0.19 -0.01 -0.23
P -0.6602 1.8643 -4.4189 0.00 0.62 -2.77
H 0.5239 -3.8274 -6.1996 -0.33 0.40 0.06
H -1.2631 1.9254 -6.8805 0.29 -0.21 0.33
H -3.1384 -1.4608 1.4708 0.12 0.46 -0.47
V -0.5290 1.5981 -1.1281 -2.79 -1.68 -1.88
C -0.5689 -0.1163 -6.6624 0.95 -0.39 0.18
H 2.5200 -0.3106 -0.1322 -0.14 0.22 -0.26
C -0.2968 -2.2683 -3.1001 0.09 0.22 0.95
H -0.9779 4.2576 -4.0734 -0.01 -0.05 -0.29
C 2.4250 -3.6514 -3.0539 0.21 -0.16 2.50
H -2.9285 -0.8526 -5.4741 0.24 -0.12 0.23
C -0.7478 1.6829 1.0138 0.07 0.65 0.48
H 2.4639 -4.7723 -3.0815 0.02 0.85 -0.11
C 1.9030 -3.1988 -1.5700 1.40 -0.30 -1.03
C 1.5908 3.7863 -1.0385 0.29 0.28 -0.17
H 1.5694 1.2640 -5.1519 0.16 -0.13 -0.03
H 2.1716 -3.3486 -5.1777 0.66 -0.35 -0.91
H -0.7659 5.0370 0.3346 -0.20 0.03 -0.02
H -2.3523 0.9255 -5.9537 0.03 -0.09 -0.27
H 3.4864 -3.2874 -3.0737 -0.62 -0.44 0.00
H 2.1708 0.3523 -1.7424 0.22 -0.06 -0.04
H -1.9209 3.9863 -0.5392 0.13 0.20 0.14
H -1.0060 -0.4317 -7.6132 -0.16 -0.13 0.05
H -2.7793 -2.3309 -6.4043 0.39 0.05 0.18
C -2.4482 -1.8330 -5.4835 0.19 0.18 0.78
H 0.1251 -1.8438 -2.1681 -0.45 -0.62 -0.47
C 1.7664 -3.0947 -4.2385 -0.26 -0.28 -1.02
C -1.9569 1.4277 1.8341 -0.82 -0.23 0.06
C 0.2162 0.7104 0.6333 0.49 1.07 0.47
H -1.7481 0.9132 2.7870 0.13 0.40 -0.29
H -1.5665 -4.0139 -3.4798 0.04 -0.09 0.52
H -2.8339 -2.3942 -4.6269 0.30 0.01 -0.13
H 0.0908 -2.8564 -7.6131 -0.09 -0.20 0.27
C 0.2206 -0.6919 1.0967 -0.15 -0.41 0.00
P -0.5790 -1.6656 -5.6162 0.30 -1.46 -0.98
C -1.2927 1.1222 -6.1301 -0.45 -0.19 1.60
H 1.9006 -2.0883 -1.5982 -0.15 -0.51 0.27
H 1.4512 4.7824 -0.6051 0.08 -0.05 -0.31
C 1.2325 1.3794 -0.1204 0.08 0.23 0.57
H -2.0055 4.0877 1.2147 0.20 0.18 -0.19
H 2.6722 3.5778 -1.0663 -0.38 0.11 -0.10
H -3.9377 -2.2226 -0.1711 -0.04 0.01 -0.11
H 1.3155 -1.1241 -3.8693 -0.47 0.43 -0.74
C 2.3572 0.6177 -0.6965 1.10 -0.29 -0.14
H 1.2010 3.7811 -2.0776 0.32 0.22 0.31
C -1.4381 3.5338 -4.7606 -0.14 -0.15 0.74
C 0.6761 -3.7860 -0.9274 -1.34 -0.23 -0.26
H -1.1670 -3.7884 -6.7747 0.50 0.53 0.23